(1)
{
  "formula": "C3H11N2O",
  "method": "ωB97M-V/def2-TZVPD",
  "species": ["C", "N", "H", "H", "H", "H", "H", "O", "C", "C", "N", "H", "H", "H", "H", "H", "H"],
  "positions_angstrom": [[-1.074065, 0.409176, -1.888715], [0.280597, -0.217010, -1.810315], [-1.272488, 0.942001, -2.811988], [-1.169342, 1.067080, -1.019788], [-1.825251, -0.357428, -1.699501], [0.394811, -0.772930, -2.651801], [0.964430, 0.525552, -1.958098], [-1.252291, 0.052141, 2.423556], [-0.332442, 0.747897, 2.116737], [0.926424, 0.173539, 1.475707], [0.532131, -1.088374, 0.790232], [-0.382509, 1.840002, 2.238950], [1.300321, 0.860391, 0.722217], [1.634140, -0.024420, 2.278359], [1.305275, -1.748734, 0.809185], [-0.298719, -1.501701, 1.231182], [0.268984, -0.907174, -0.245925]],
  "forces_ev_per_a": [[0.163, -0.307, 1.064], [-0.427, 0.514, -0.612], [-0.022, 0.042, -0.030], [-0.010, 0.315, -0.322], [-0.014, -0.076, -0.416], [0.044, -0.407, 0.138], [-0.006, -0.075, 0.220], [-0.214, -0.502, -0.066], [-0.038, 0.595, -0.171], [-0.947, -0.061, -0.173], [-0.140, -0.287, -0.055], [0.232, 0.020, 0.187], [0.346, 0.039, 0.149], [0.264, 0.048, -0.189], [-0.135, -0.219, -0.082], [0.178, 0.071, 0.400], [0.726, 0.289, -0.042]],
  "total_charge": 1,
  "orbital_gap_ev": 11.40,
  "e_above_lowest_kj_mol": 147.9
}

(2)
{
  "formula": "C26H22NbO6PS",
  "method": "ωB97M-V/def2-TZVPD",
  "species": ["Nb", "O", "S", "O", "O", "C", "C", "C", "C", "C", "C", "P", "C", "C", "C", "C", "C", "C", "C", "C", "C", "C", "C", "C", "H", "H", "H", "H", "H", "H", "H", "H", "H", "H", "H", "H", "H", "H", "O", "C", "C", "C", "C", "C", "C", "C", "O", "O", "H", "H", "H", "H", "H", "C", "H", "H", "H"],
  "positions_angstrom": [[-0.348263, -1.489392, 1.485835], [-4.053463, -3.223325, 0.833572], [-2.894882, -2.469335, 0.638991], [-2.540578, -1.453255, 1.728678], [-1.540639, -3.182184, 0.483729], [-3.201570, -1.480549, -0.847650], [-4.048590, -2.022660, -1.785339], [-4.395445, -1.297731, -2.930764], [-3.760705, -0.093085, -3.183349], [-2.830539, 0.394608, -2.287124], [-2.459075, -0.319420, -1.136903], [-1.181611, 0.483580, -0.059445], [-2.066574, 1.908531, 0.635928], [-2.409863, 2.048067, 2.001756], [-3.071674, 3.176550, 2.492090], [-3.293657, 4.244122, 1.645038], [-2.945981, 4.180781, 0.314688], [-2.356869, 3.019020, -0.187221], [0.103475, 1.173710, -1.133268], [0.779521, 2.347215, -0.777266], [1.787878, 2.821822, -1.630642], [2.259310, 2.028337, -2.672736], [1.563701, 0.858689, -3.039955], [0.449782, 0.437430, -2.282263], [-4.548462, -2.978267, -1.585096], [-5.086307, -1.689339, -3.691135], [-3.949085, 0.502396, -4.106639], [-2.438878, 1.382382, -2.435049], [-2.185863, 1.213541, 2.668179], [-3.476110, 3.229893, 3.491082], [-3.773750, 5.129458, 2.063714], [-3.059502, 5.127669, -0.274863], [-2.121170, 2.963345, -1.230003], [0.632723, 2.805533, 0.189672], [2.261268, 3.786086, -1.420034], [3.182249, 2.351672, -3.190551], [1.909606, 0.276859, -3.896933], [-0.114991, -0.436291, -2.585497], [3.609835, -4.230507, 1.365573], [4.222017, -3.088982, 1.088606], [5.581943, -3.112396, 0.859266], [6.244044, -2.025937, 0.363676], [5.605568, -0.785161, 0.252390], [4.294577, -0.737656, 0.603951], [3.559745, -1.853333, 1.022483], [2.127303, -1.737450, 1.231710], [1.329832, -2.681032, 1.571632], [1.510710, -0.627807, 0.979008], [4.278667, -4.925597, 1.546974], [6.075656, -4.067374, 0.951796], [7.283501, -2.191821, 0.038833], [6.120755, 0.123164, -0.038325], [3.781845, 0.245933, 0.524503], [-0.176180, -1.114263, 3.536192], [0.411647, -0.192231, 3.577038], [0.406897, -1.853772, 4.050407], [-1.043787, -0.900220, 4.171032]],
  "forces_ev_per_a": [[-0.725, -1.474, 0.288], [-0.330, -0.997, 0.672], [0.615, 1.219, -1.357], [1.497, 0.019, -0.386], [0.425, 1.925, 0.882], [1.841, -0.252, 0.247], [-1.537, -0.360, -0.064], [0.380, -0.318, -0.659], [-0.309, 0.474, -0.743], [0.343, -0.140, 0.762], [-0.365, 0.246, 0.046], [-0.781, 0.670, -0.413], [-0.230, 1.357, 1.291], [0.071, -0.817, -0.149], [0.154, -0.629, -0.480], [-0.477, 0.304, 0.642], [0.505, 0.736, -0.677], [-0.019, -0.144, 0.018], [-0.160, -0.646, -0.135], [0.538, -0.428, -0.576], [0.080, -0.128, 0.684], [-0.198, -0.032, -0.399], [-0.087, 0.052, 0.544], [1.052, 0.816, -0.331], [0.241, 0.438, -0.039], [0.276, 0.009, 0.654], [-0.082, -0.633, 0.905], [0.432, 0.075, -0.329], [-0.178, 0.217, 0.030], [0.363, -0.181, 0.223], [0.149, -0.146, -0.282], [0.021, -1.376, 0.188], [0.216, 0.222, -0.376], [-0.399, 0.353, -0.141], [-0.065, -0.479, 0.050], [-0.840, -0.303, 0.084], [-0.209, 0.145, 0.294], [0.062, 0.014, 0.024], [-0.329, -0.527, 0.553], [0.391, -0.214, 0.494], [0.323, -0.374, -0.498], [1.159, -0.074, -0.226], [0.181, -0.054, 0.162], [-0.776, 2.137, -0.258], [-1.705, -0.597, 0.143], [2.405, 0.358, -1.090], [-1.527, -0.425, 0.093], [-1.601, 0.343, 0.286], [-0.587, 0.402, -0.248], [0.243, -0.093, -0.056], [-0.499, 0.418, 0.314], [0.014, -0.261, -0.134], [0.257, -0.894, 0.164], [-0.571, 0.779, 0.120], [0.280, 0.281, -0.339], [0.398, -0.737, 0.070], [-0.325, -0.273, -0.539]],
  "total_charge": 2,
  "orbital_gap_ev": 5.74,
  "e_above_lowest_kj_mol": 0.0
}

For each record above, in turn, the calculated F_max values are 1.119; 2.664 eV/A.